(1)
Entry from the Open Molecules 2025 dataset: C9H13N2O12S4 as an isolated structure (wB97M-V/def2-TZVPD).

Calculated values
net charge = -1
E = -80433.8661 eV

```
40
Properties=species:S:1:pos:R:3:forces:R:3:mulliken_charge:R:1
O -4.8157 -0.9814 3.6323 0.1 0.1 0.0 -0.599
S -4.5240 -1.8549 2.5195 -0.1 -0.3 0.0 0.822
O -5.4806 -1.8744 1.4385 0.0 0.0 0.0 -0.621
N -3.0100 -1.8249 2.0247 -0.2 0.5 0.1 -0.353
S -2.2789 -0.4133 1.9108 0.2 -0.3 0.0 1.096
O -3.0453 0.6049 1.2319 -0.1 0.1 0.0 -0.702
O -1.6221 -0.0104 3.1376 0.0 0.1 0.1 -0.577
C -0.9788 -0.8790 0.7947 0.0 0.0 -0.3 0.139
C -1.1566 -0.7728 -0.5740 0.2 -0.1 0.3 -0.487
C -0.0914 -1.1532 -1.3698 -0.1 -0.1 -0.4 -0.089
C 1.0792 -1.6111 -0.7933 0.0 0.1 0.3 -0.458
N 1.2677 -1.7009 0.5259 -0.2 -0.1 -0.4 -0.607
C 0.2309 -1.3461 1.2779 0.0 0.1 0.6 -0.157
H -4.5106 -3.1103 3.0140 0.0 0.0 0.0 0.038
H -2.0875 -0.4147 -0.9882 -0.1 0.1 0.0 0.472
H -0.1690 -1.1110 -2.4426 0.0 0.0 -0.1 0.315
H 1.9055 -1.9143 -1.4257 0.1 0.0 0.0 0.330
H 0.3362 -1.4185 2.3538 0.2 0.0 0.0 0.436
C 0.7475 3.0936 4.2033 -0.2 0.0 -0.3 -0.297
C 0.2169 1.9399 5.0314 -0.1 0.2 0.2 -0.289
O 0.9727 0.8199 4.5669 0.2 -0.1 -0.1 -0.204
S 2.4344 1.2634 4.1436 -0.4 0.1 -0.2 1.112
O 3.3527 0.9947 5.1954 0.1 0.1 -0.1 -0.585
O 2.6640 0.8025 2.8239 0.3 -0.2 0.0 -0.514
O 2.1650 2.8431 4.0962 -0.1 0.0 0.4 -0.350
H 0.3199 3.0893 3.1999 0.0 0.0 0.0 0.276
H 0.5889 4.0613 4.6712 0.2 0.0 0.0 0.303
H -0.8396 1.7426 4.8697 0.1 -0.2 -0.2 0.306
H 0.4178 2.0826 6.0960 0.0 0.0 0.0 0.266
C 2.3864 0.5331 -6.1310 0.2 0.0 0.2 -0.320
C 2.0969 -0.9477 -6.2772 0.0 0.0 -0.3 -0.316
O 0.9689 -1.1613 -5.4228 0.1 0.1 0.1 -0.301
S 0.0263 0.1327 -5.4203 0.2 0.0 0.0 1.099
O -1.0358 -0.0468 -6.3421 0.0 0.1 0.0 -0.564
O -0.2090 0.4942 -4.0719 -0.1 0.1 -0.1 -0.473
O 1.0885 1.1378 -6.0742 -0.1 -0.1 -0.2 -0.318
H 2.9167 0.7513 -5.2024 0.0 0.0 0.0 0.283
H 2.9349 0.9430 -6.9745 -0.1 0.1 0.0 0.300
H 2.9187 -1.5771 -5.9482 -0.1 0.0 0.1 0.309
H 1.8185 -1.2059 -7.3010 0.0 0.0 0.0 0.280
```
Positions in Å, forces in eV/Å.


(2)
Entry from the Open Molecules 2025 dataset: an isolated molecule of C9H13N2O2P (wB97M-V/def2-TZVPD).

Calculated values
SMILES string = CO[P@@]1(=Nc2ccccc2)NCCO1
E = -25907.0232 eV

```
27
Properties=species:S:1:pos:R:3:forces:R:3:mulliken_charge:R:1
C 1.7378 -2.8876 -0.0430 0.3 -0.4 4.4 -0.625
O 2.0927 -1.4939 0.0756 0.7 0.4 -0.5 -0.371
P 0.9914 -0.3465 -0.0298 -0.3 0.1 0.2 0.803
N -0.3562 -1.1062 -0.1052 0.2 1.0 0.5 -0.388
C -1.6002 -0.4741 -0.0672 -0.6 -0.7 0.1 0.349
C -2.7340 -1.2995 -0.2539 0.1 -1.0 0.2 -0.353
C -4.0207 -0.7779 -0.1041 -0.8 -0.5 -0.8 -0.447
C -4.2290 0.5847 -0.0314 0.8 0.4 0.0 -0.472
C -3.1507 1.3872 0.0466 2.9 -1.9 0.6 -0.677
C -1.8391 0.8610 0.1632 -2.1 0.6 -0.8 -0.282
N 1.3998 0.9764 1.1007 0.6 -2.1 -1.4 -0.383
C 2.6281 1.4836 0.4663 -2.0 3.8 -0.6 -0.509
C 2.1592 1.6413 -0.9881 0.4 0.0 -0.5 -0.510
O 1.3588 0.5279 -1.3437 -0.3 -1.5 1.4 -0.376
H 0.8297 -2.9597 0.7010 2.0 -0.8 -1.5 0.295
H 2.6737 -3.5483 0.1286 -1.4 1.4 0.7 0.209
H 1.4765 -3.2474 -0.9620 -1.3 0.1 -2.8 0.324
H -2.4686 -2.3703 -0.4971 -0.8 1.2 0.5 0.323
H -4.9956 -1.2737 -0.1652 0.9 -0.9 -0.1 0.281
H -5.1297 1.1166 -0.0975 -1.7 -0.2 0.0 0.393
H -3.1527 2.4104 0.0508 -0.7 2.5 0.1 0.425
H -1.1367 1.6338 0.2667 1.5 0.4 0.2 0.366
H 1.6343 0.8015 2.0742 -0.6 -0.7 -0.1 0.291
H 3.4270 0.8380 0.3822 2.0 -1.5 0.8 0.294
H 2.8408 2.4948 0.9875 0.2 -1.7 -1.2 0.357
H 1.5476 2.4429 -1.1836 -1.8 2.3 0.6 0.329
H 2.8146 1.7756 -1.8172 1.7 -0.4 0.0 0.355
```
Positions in Å, forces in eV/Å.


(3)
Entry from the Open Molecules 2025 dataset: a 3-piece molecular cluster, C9H13N2OP overall (wB97M-V/def2-TZVPD).

Calculated values
SMILES string = C/N=P/Oc1ccccc1.C#N.C
E = -23857.3609 eV

```
26
Properties=species:S:1:pos:R:3:forces:R:3:mulliken_charge:R:1
C 2.2622 1.7271 -1.9784 0.4 1.0 1.9 -0.630
N 1.9166 0.4319 -1.4720 2.7 0.8 -1.4 -0.088
P 0.6288 -0.0984 -0.9697 -2.6 -1.1 0.2 -0.019
O 1.0505 -1.6473 -0.6579 0.5 0.3 0.0 -0.202
C 0.3019 -2.7628 -0.6928 -2.4 -1.0 1.5 0.428
C -1.0091 -2.8550 -0.0890 0.2 0.9 0.5 -0.104
C -1.6918 -4.0545 0.0406 0.9 -0.6 -2.1 -0.598
C -1.1271 -5.1786 -0.5777 1.1 0.7 1.7 -0.475
C 0.1664 -5.0945 -1.0209 1.5 -1.5 -3.1 -0.336
C 0.8734 -3.9073 -1.2101 0.4 1.1 -0.5 -0.272
H 1.4232 2.0635 -2.5522 -0.2 0.8 -0.6 0.272
H 3.1691 1.6893 -2.5785 -0.1 0.0 -0.1 0.260
H 2.4557 2.5049 -1.1111 -0.4 -1.5 -1.5 0.212
H -1.5441 -1.9814 0.3272 0.8 -0.2 -0.3 0.254
H -2.6991 -4.1782 0.3616 -0.5 0.6 0.7 0.367
H -1.5064 -6.1621 -0.5002 -0.9 -0.7 0.0 0.384
H 0.5962 -6.0059 -1.5477 -0.5 1.1 1.0 0.242
H 1.7880 -3.6820 -1.8484 -1.0 -1.1 1.2 0.292
C 1.9670 0.9422 1.8547 0.1 0.8 -0.7 0.017
N 1.4995 1.4447 0.9378 -0.3 0.3 1.0 -0.363
H 2.5854 0.6453 2.6427 0.3 -0.6 0.8 0.369
C -1.6159 3.7127 1.7646 2.6 0.9 -3.3 -0.999
H -1.7786 3.0775 0.9096 -1.1 -1.0 0.3 0.235
H -2.2970 4.5271 1.7378 -0.3 0.9 -0.2 0.304
H -1.5922 3.3061 2.7067 0.1 -1.4 1.9 0.247
H -0.5562 3.9563 1.3947 -1.3 0.6 1.3 0.205
```
Positions in Å, forces in eV/Å.


Q: Which relative energy (zero: lowest compared OMol25 entry of this formula, charge and spin) values were calculated for the entries above? A: 0.0; 0.0; 44.6, in kcal per mole.
Q: Which gap between HOMO and LUMO values were calculated for the entries above? A: 7.4; 8.5; 9.2, in eV.